# 1
The following is a quantum chemistry calculation of the molecule C4H6N2 in a non-equilibrium geometry, from the Open Molecules 2025 dataset.

```
! RIJCOSX wB97M-V def2-TZVPD def2/J DEFGRID3
* xyz 0 1
N -1.4337 -0.1670 1.3929
C -0.4702 -0.0593 0.4048
C 0.2269 -1.0595 -0.2673
C 1.0713 -0.3862 -1.1534
C 0.9664 1.0035 -1.0033
N -0.0240 1.1442 -0.0118
H -2.1827 0.5099 1.3172
H -1.7941 -1.1080 1.4770
H 0.2079 -2.1167 -0.0494
H 1.8274 -0.7889 -1.8170
H 2.0028 1.0009 -0.5940
H -0.3978 2.0272 0.3041
*
```

Values from the calculation:
SMILES: Nc1ccc[nH]1
Energy: -7223.629 eV
Orbital gap: 8.427 eV
Energy above the lowest of the compared OMol25 structures with the same formula, charge and spin: 189.27 kJ/mol



# 2
The following is a quantum chemistry calculation of the molecule C2H3BrO in a non-equilibrium geometry, from the Open Molecules 2025 dataset.

```
! RIJCOSX wB97M-V def2-TZVPD def2/J DEFGRID3
* xyz 0 1
C 0.3414 -0.5178 0.4964
C -0.4300 0.5183 -0.2514
O 0.5980 0.8327 0.5385
Br -0.1637 0.6465 -2.2110
H -0.0270 -1.0853 1.2581
H 1.1810 -1.1110 0.0751
H -1.4998 0.7164 0.0944
*
```

Values from the calculation:
SMILES: Br[C@H]1CO1
Energy: -74210.589 eV
Orbital gap: 10.995 eV
Energy above the lowest of the compared OMol25 structures with the same formula, charge and spin: 175.99 kJ/mol